[1]
This record from OMol25 describes C3H5BrSi in the gas phase. The level of theory is wB97M-V/def2-TZVPD.

Structure (ORCA input):
```
! RIJCOSX wB97M-V def2-TZVPD def2/J DEFGRID3
* xyz 0 1
C 0.01 2.44 -0.30
C 0.18 1.26 0.00
C 0.59 0.00 0.43
Si -0.64 -1.40 -0.28
Br 2.51 -0.42 -0.11
H -0.50 3.26 -0.68
H 0.71 -0.26 1.53
H 0.03 -2.62 0.16
H -1.23 -0.88 -1.47
H -1.66 -1.38 0.73
*
```

Calculated total energy ... -2980.69235 hartree
E_HOMO ... -0.35154 hartree
Energy relative to the best compared isomer or geometry (same formula, charge and spin) ... 248.20 kJ/mol


[2]
This record from OMol25 describes a molecular structure, C4H6N2S. The level of theory is wB97M-V/def2-TZVPD.

Structure (ORCA input):
```
! RIJCOSX wB97M-V def2-TZVPD def2/J DEFGRID3
* xyz 0 1
C -1.69 0.94 -0.53
C -1.83 -0.42 -0.38
C 0.24 0.44 0.35
C 1.62 0.36 0.90
N -0.46 1.33 -0.16
N -0.74 -1.06 -0.06
S 2.75 -0.21 -0.46
H -2.54 1.51 -0.86
H -2.74 -0.83 -0.58
H 2.00 1.45 1.16
H 1.88 -0.39 1.63
H -0.46 -2.02 0.15
H 1.99 -1.10 -1.15
*
```

Calculated total energy ... -663.62318 hartree
E_HOMO ... -0.29109 hartree
Energy relative to the best compared isomer or geometry (same formula, charge and spin) ... 276.60 kJ/mol


[3]
This record from OMol25 describes 2 unconnected molecules or ions with the total composition C11H15N. The level of theory is wB97M-V/def2-TZVPD.

Structure (ORCA input):
```
! RIJCOSX wB97M-V def2-TZVPD def2/J DEFGRID3
* xyz 0 1
C -2.54 -1.93 0.29
C -1.61 -1.01 1.01
C -1.86 -0.26 2.12
N -0.68 0.27 2.61
C 0.35 -0.09 1.76
C 1.70 0.25 1.81
C 2.50 -0.17 0.76
C 1.97 -1.02 -0.21
C 0.64 -1.40 -0.24
C -0.20 -0.93 0.76
H -3.42 -2.15 0.90
H -2.11 -2.94 0.33
H -2.73 -1.62 -0.73
H -2.79 -0.04 2.60
H -0.62 0.83 3.45
H 2.00 0.96 2.57
H 3.51 0.20 0.68
H 2.70 -1.41 -0.92
H 0.25 -2.10 -0.97
C 0.94 2.07 -1.91
C -0.23 1.64 -2.73
H 1.78 2.38 -2.55
H 0.82 2.86 -1.17
H 1.38 1.19 -1.43
H -1.08 1.39 -2.08
H -0.01 0.73 -3.28
H -0.67 2.32 -3.46
*
```

Calculated total energy ... -482.89995 hartree
E_HOMO ... -0.28849 hartree
Energy relative to the best compared isomer or geometry (same formula, charge and spin) ... 39.97 kJ/mol


[4]
This record from OMol25 describes 2 unconnected molecules or ions with the total composition C2H2FO3P. The level of theory is wB97M-V/def2-TZVPD.

Structure (ORCA input):
```
! RIJCOSX wB97M-V def2-TZVPD def2/J DEFGRID3
* xyz -2 1
C 0.77 0.24 -0.13
C -1.14 0.78 -1.77
O -1.90 0.20 -4.45
O 0.66 0.74 -3.94
O -1.34 1.97 -2.52
F -2.42 0.26 -1.30
P -0.77 0.59 -3.51
H 1.45 0.94 -0.81
H 0.24 1.00 0.65
*
```

Calculated total energy ... -744.18058 hartree
E_HOMO (alpha / beta) ... 0.04501 / 0.04505 hartree
Energy relative to the best compared isomer or geometry (same formula, charge and spin) ... 512.76 kJ/mol


[5]
This record from OMol25 describes a molecular structure, C6H18I2O2Si2. The level of theory is wB97M-V/def2-TZVPD.

Structure (ORCA input):
```
! RIJCOSX wB97M-V def2-TZVPD def2/J DEFGRID3
* xyz 0 1
C -2.20 3.68 2.48
C -3.46 3.45 1.65
C -3.62 2.04 1.10
I -3.88 0.59 2.67
Si -2.28 1.36 -0.02
I -1.71 3.08 -1.66
O -0.93 0.96 0.80
Si 0.34 -0.01 0.34
H -1.34 3.18 2.04
H -1.97 4.75 2.54
H -2.32 3.30 3.49
H -4.35 3.69 2.24
H -3.47 4.13 0.79
H -4.55 1.95 0.54
H -2.78 0.21 -0.78
H 0.08 -1.38 0.83
H 1.57 0.53 0.95
H 0.44 0.00 -1.13
C 3.52 -3.10 -2.79
C 2.83 -2.46 -1.60
C 3.26 -3.08 -0.28
O 1.41 -2.51 -1.75
H 3.28 -4.16 -2.84
H 3.20 -2.63 -3.72
H 4.61 -3.00 -2.71
H 3.06 -1.39 -1.59
H 3.01 -4.15 -0.27
H 2.76 -2.60 0.56
H 4.34 -2.98 -0.14
H 1.14 -3.43 -1.77
*
```

Calculated total energy ... -1564.37538 hartree
E_HOMO ... -0.34276 hartree
Energy relative to the best compared isomer or geometry (same formula, charge and spin) ... 3.37 kJ/mol


[6]
This record from OMol25 describes a molecular structure, C36H27BrKN7O11S. The level of theory is wB97M-V/def2-TZVPD.

Structure (ORCA input):
```
! RIJCOSX wB97M-V def2-TZVPD def2/J DEFGRID3
* xyz -2 1
K -0.51 -1.17 -0.78
O -3.43 -4.67 4.92
C -2.78 -4.04 3.90
C -2.73 -2.66 3.78
C -2.03 -2.13 2.72
N -1.40 -2.87 1.80
C -1.46 -4.17 1.95
Br -0.53 -5.23 0.67
C -2.13 -4.83 2.97
H -3.78 -4.00 5.52
H -3.22 -2.02 4.51
H -1.93 -1.05 2.61
H -2.14 -5.91 3.04
N 4.30 8.50 -2.99
C 3.73 7.52 -2.79
C 3.01 6.29 -2.55
C 3.71 5.14 -2.20
C 3.01 3.96 -1.98
C 1.63 3.91 -2.10
C 0.94 5.08 -2.44
C 1.62 6.26 -2.67
C 0.89 2.63 -1.89
C 0.06 2.60 -0.78
C -0.07 3.65 0.20
C -0.97 3.21 1.13
C -1.36 1.90 0.69
N -0.76 1.53 -0.42
C 1.14 1.63 -2.86
C 1.93 1.81 -4.04
C 1.88 0.61 -4.72
C 1.07 -0.25 -3.92
N 0.63 0.35 -2.82
H 4.78 5.17 -2.10
H 3.54 3.05 -1.71
H -0.14 5.04 -2.53
H 1.09 7.16 -2.93
H 0.47 4.59 0.21
H -1.29 3.71 2.04
H -2.06 1.24 1.19
H 2.44 2.71 -4.35
H 2.36 0.36 -5.66
H 0.83 -1.28 -4.13
C 3.03 -0.44 -0.12
C 2.79 -1.87 0.35
O 1.52 -2.01 0.99
H 4.02 -0.36 -0.57
H 2.96 0.25 0.72
H 2.29 -0.14 -0.87
H 3.59 -2.19 1.01
H 2.76 -2.55 -0.50
H 1.48 -1.42 1.75
O -3.26 -4.86 -6.71
N -2.05 -4.99 -6.57
O -1.35 -5.63 -7.35
C -1.44 -4.48 -5.37
C -2.22 -3.84 -4.42
C -1.65 -3.40 -3.25
C -0.22 -3.53 -2.94
O 0.29 -3.05 -1.93
C 0.52 -4.23 -4.00
C -0.07 -4.66 -5.15
N 1.95 -4.49 -3.88
O 2.49 -4.29 -2.81
O 2.57 -4.80 -4.90
N -2.54 -2.75 -2.30
O -2.20 -2.71 -1.12
O -3.59 -2.28 -2.71
H -3.27 -3.69 -4.59
H 0.52 -5.16 -5.90
O -1.93 3.36 9.01
C -2.56 3.06 7.84
O -3.73 3.37 7.75
C -1.77 2.39 6.80
C -0.39 2.12 6.90
C 0.29 1.46 5.90
C -0.35 1.02 4.72
S 0.49 0.14 3.50
C -1.73 1.33 4.62
C -2.41 1.99 5.62
H -1.02 3.04 8.96
H 0.18 2.42 7.78
H 1.35 1.27 6.01
H -2.25 1.04 3.71
H -3.46 2.21 5.52
*
```

Calculated total energy ... -6171.02375 hartree
E_HOMO ... -0.09366 hartree
Energy relative to the best compared isomer or geometry (same formula, charge and spin) ... 90.14 kJ/mol


[7]
This record from OMol25 describes a molecular structure, C33H51O2Sn. The level of theory is wB97M-V/def2-TZVPD.

Structure (ORCA input):
```
! RIJCOSX wB97M-V def2-TZVPD def2/J DEFGRID3
* xyz -1 1
C 0.41 -6.46 0.96
C 1.73 -5.72 1.15
C 1.67 -4.69 2.29
C 2.97 -3.87 2.44
Sn 2.74 -1.73 2.18
C 1.32 -0.97 3.64
C -0.06 -1.64 3.61
C -1.08 -1.04 4.60
C -1.35 0.45 4.41
C 4.69 -0.80 2.41
C 5.81 -1.79 2.76
C 7.17 -1.11 2.98
C 8.26 -2.11 3.33
C 1.82 -1.38 0.21
C 1.49 0.05 -0.06
C 0.17 0.64 0.36
C 2.34 0.90 -0.69
H 0.51 -7.19 0.16
H 0.12 -6.99 1.87
H -0.40 -5.77 0.69
H 2.52 -6.44 1.38
H 2.01 -5.22 0.22
H 0.80 -4.03 2.15
H 1.48 -5.23 3.24
H 3.37 -3.97 3.46
H 3.74 -4.17 1.73
H 1.83 -1.15 4.60
H 1.27 0.11 3.47
H -0.48 -1.60 2.60
H 0.06 -2.71 3.86
H -2.02 -1.60 4.48
H -0.73 -1.22 5.62
H -2.12 0.78 5.11
H -0.45 1.05 4.59
H -1.71 0.68 3.40
H 4.89 -0.29 1.46
H 4.56 -0.05 3.19
H 5.55 -2.34 3.67
H 5.92 -2.54 1.96
H 7.44 -0.55 2.08
H 7.07 -0.37 3.78
H 9.22 -1.60 3.46
H 8.03 -2.64 4.26
H 8.39 -2.85 2.54
H 2.60 -1.78 -0.45
H 0.93 -2.03 0.25
H -0.53 -0.13 0.69
H 0.30 1.38 1.16
H -0.28 1.18 -0.48
H 2.10 1.96 -0.80
H 3.34 0.56 -0.97
C -2.98 6.54 2.11
O -2.86 5.14 2.45
C -2.87 4.23 1.45
C -2.72 2.87 1.82
C -2.65 1.90 0.84
C -2.66 2.23 -0.55
C -2.48 1.24 -1.57
C -3.08 1.44 -2.83
C -3.06 0.53 -3.89
C -3.41 0.88 -5.23
C -3.56 -0.12 -6.24
C -3.86 0.20 -7.54
C -4.02 1.57 -7.92
O -4.24 1.83 -9.23
C -4.37 3.21 -9.65
C -3.92 2.58 -6.93
C -3.61 2.24 -5.63
C -2.88 3.60 -0.88
C -3.00 4.58 0.08
H -2.88 7.06 3.06
H -2.18 6.86 1.42
H -3.96 6.75 1.66
H -2.66 2.63 2.88
H -2.60 0.85 1.13
H -2.13 0.24 -1.31
H -3.65 2.36 -2.99
H -2.79 -0.51 -3.69
H -3.44 -1.17 -5.96
H -3.96 -0.55 -8.32
H -4.50 3.15 -10.73
H -5.24 3.69 -9.18
H -3.46 3.78 -9.41
H -4.06 3.63 -7.20
H -3.50 3.03 -4.89
H -2.93 3.89 -1.93
H -3.19 5.62 -0.21
*
```

Calculated total energy ... -1652.70099 hartree
E_HOMO ... -0.06298 hartree
Energy relative to the best compared isomer or geometry (same formula, charge and spin) ... 0.00 kJ/mol


[8]
This record from OMol25 describes 2 unconnected molecules or ions with the total composition C16H29N2O9S. The level of theory is wB97M-V/def2-TZVPD.

Structure (ORCA input):
```
! RIJCOSX wB97M-V def2-TZVPD def2/J DEFGRID3
* xyz -1 1
C -0.54 -0.74 -4.89
C -0.58 -1.94 -4.23
N 0.30 -2.40 -3.25
N 1.56 -1.76 -3.40
C -0.14 -2.37 -1.83
C 1.06 -2.93 -1.00
C 2.02 -1.92 -0.36
C 1.78 -1.63 1.13
C 2.06 -0.18 1.54
O 0.89 0.41 2.07
C 0.65 1.75 1.67
C -1.31 -3.33 -1.54
C -2.70 -3.02 -2.11
C -3.52 -1.94 -1.38
C -3.76 -2.25 0.08
O -4.71 -1.34 0.68
C -4.30 -0.05 0.78
O -3.81 0.43 1.76
C -0.47 -0.95 -1.25
O -0.97 -0.99 -0.11
O -0.16 0.05 -1.93
H 0.28 -0.36 -5.48
H -1.47 -0.16 -4.88
H -1.31 -2.67 -4.55
H 1.87 -1.86 -4.36
H 1.46 -0.78 -3.13
H 0.69 -3.58 -0.21
H 1.63 -3.58 -1.67
H 3.02 -2.38 -0.41
H 2.12 -1.01 -0.94
H 0.77 -1.90 1.44
H 2.48 -2.25 1.70
H 2.83 -0.15 2.32
H 2.45 0.39 0.68
H 1.56 2.28 1.40
H -0.07 1.75 0.84
H 0.21 2.27 2.52
H -1.01 -4.32 -1.89
H -1.39 -3.40 -0.46
H -2.72 -2.77 -3.16
H -3.30 -3.94 -2.02
H -3.06 -0.96 -1.53
H -4.50 -1.91 -1.86
H -2.85 -2.28 0.68
H -4.27 -3.22 0.14
H -4.52 0.57 -0.10
C 2.83 6.43 4.65
C 1.44 5.82 4.55
O 1.30 5.52 3.16
S 2.71 5.10 2.54
O 2.82 3.69 2.52
O 2.94 5.89 1.38
O 3.62 5.66 3.74
H 2.83 7.47 4.32
H 3.25 6.36 5.65
H 0.66 6.50 4.86
H 1.36 4.89 5.11
*
```

Calculated total energy ... -1811.79345 hartree
E_HOMO ... -0.14298 hartree


[9]
This record from OMol25 describes 5 unconnected molecules or ions with the total composition H10O5. The level of theory is wB97M-V/def2-TZVPD.

Structure (ORCA input):
```
! RIJCOSX wB97M-V def2-TZVPD def2/J DEFGRID3
* xyz 0 1
O 3.21 12.19 17.30
H 2.91 11.28 17.29
H 2.72 12.59 18.02
O 5.58 13.42 17.62
H 6.13 13.36 16.84
H 4.76 13.01 17.36
O 7.26 11.26 18.74
H 7.17 12.16 18.43
H 7.41 10.75 17.95
O 7.56 12.80 15.62
H 8.43 12.66 16.00
H 7.72 13.30 14.82
O 6.76 16.99 17.14
H 6.50 17.25 16.26
H 6.72 16.03 17.13
*
```

Calculated total energy ... -382.18676 hartree
E_HOMO ... -0.38896 hartree
Energy relative to the best compared isomer or geometry (same formula, charge and spin) ... 98.23 kJ/mol


[10]
This record from OMol25 describes a molecular structure, C35H37N7O9P2RhS2. The level of theory is wB97M-V/def2-TZVPD.

Structure (ORCA input):
```
! RIJCOSX wB97M-V def2-TZVPD def2/J DEFGRID3
* xyz 1 1
Rh 0.69 -0.52 -0.49
O -0.25 -2.05 3.39
S -0.34 -0.81 2.67
O -1.52 -0.66 1.85
N 0.95 -0.62 1.66
C 2.19 -0.67 2.17
C 2.51 -0.74 3.52
C 3.84 -0.78 3.95
C 4.88 -0.70 3.06
C 4.62 -0.58 1.68
C 5.63 -0.42 0.71
C 5.28 -0.27 -0.60
C 3.92 -0.33 -0.96
N 2.97 -0.52 -0.08
C 3.28 -0.60 1.23
C -0.37 0.56 3.82
C -0.93 0.34 5.06
C -1.06 1.41 5.94
C -0.65 2.68 5.55
C -0.08 2.88 4.30
C 0.06 1.81 3.42
H 1.72 -0.78 4.25
H 4.04 -0.85 5.01
H 5.91 -0.74 3.39
H 6.67 -0.38 1.03
H 6.01 -0.11 -1.38
H 3.64 -0.22 -1.99
H -1.24 -0.66 5.33
H -1.47 1.25 6.93
H -0.76 3.51 6.22
H 0.26 3.86 4.01
H 0.50 1.93 2.44
N 0.13 2.69 -3.88
C 1.47 2.17 -3.49
C 2.55 2.79 -4.35
P 1.47 0.33 -3.69
O 0.68 0.28 -5.13
O 2.83 -0.23 -3.82
O 0.51 -0.23 -2.67
P 1.55 2.71 -1.70
O 3.10 3.10 -1.58
O 0.63 3.90 -1.73
O 1.22 1.69 -0.65
H 0.10 3.03 -4.84
H 0.00 3.47 -3.12
H -0.56 1.94 -3.74
H 2.38 2.54 -5.39
H 3.51 2.37 -4.06
H 2.59 3.87 -4.22
H 1.09 -0.40 -5.66
H 3.34 3.37 -0.70
C -5.21 2.62 -0.22
N -4.04 1.92 0.25
N -3.61 0.76 -0.37
C -2.22 0.70 -0.31
O -1.56 -0.24 -0.77
C -1.81 1.89 0.36
C -2.93 2.61 0.68
C -3.04 3.91 1.38
C -4.49 -0.31 -0.58
C -4.18 -1.30 -1.51
C -5.07 -2.34 -1.72
C -6.27 -2.41 -1.03
C -6.55 -1.44 -0.08
C -5.66 -0.41 0.16
H -5.89 1.92 -0.70
H -4.94 3.39 -0.94
H -5.73 3.08 0.62
H -0.79 2.15 0.55
H -2.05 4.28 1.60
H -3.60 3.80 2.31
H -3.57 4.64 0.77
H -3.25 -1.26 -2.05
H -4.82 -3.11 -2.44
H -6.97 -3.20 -1.23
H -7.47 -1.49 0.49
H -5.87 0.30 0.94
N -1.51 -3.04 0.48
C -0.39 -3.49 -0.06
N 0.51 -2.77 -0.69
C 1.48 -3.56 -1.26
C 2.54 -3.13 -2.06
C 3.44 -4.06 -2.55
C 3.29 -5.42 -2.29
C 2.22 -5.87 -1.53
C 1.34 -4.94 -1.02
S -0.09 -5.23 -0.06
H -1.62 -2.04 0.66
H -2.02 -3.66 1.09
H 2.61 -2.09 -2.32
H 4.26 -3.72 -3.15
H 3.99 -6.13 -2.69
H 2.07 -6.92 -1.34
*
```

Calculated total energy ... -4006.11173 hartree
E_HOMO ... -0.37176 hartree


[11]
This record from OMol25 describes C4H4O2 in the gas phase. The level of theory is wB97M-V/def2-TZVPD.

Structure (ORCA input):
```
! RIJCOSX wB97M-V def2-TZVPD def2/J DEFGRID3
* xyz 0 3
C 0.73 1.29 -0.18
C 1.35 0.34 0.78
C 0.29 -0.02 -0.44
C -1.00 -0.76 -0.43
O 0.35 2.55 -0.23
O 1.50 -0.74 -0.10
H 0.93 0.08 1.75
H -1.73 -0.57 -1.20
H -1.66 -0.45 0.46
H -0.76 -1.72 -0.42
*
```

⟨S²⟩ ... 2.019
Calculated total energy ... -305.02325 hartree
E_HOMO (alpha / beta) ... -0.23556 / -0.37113 hartree
Energy relative to the best compared isomer or geometry (same formula, charge and spin) ... 375.17 kJ/mol


[12]
This record from OMol25 describes 2 unconnected molecules or ions with the total composition C3H7N3O. The level of theory is wB97M-V/def2-TZVPD.

Structure (ORCA input):
```
! RIJCOSX wB97M-V def2-TZVPD def2/J DEFGRID3
* xyz 0 1
C 2.28 -0.63 -0.40
C 1.88 0.48 0.22
C -2.48 0.19 -0.56
N -0.68 0.89 0.57
N 1.28 0.58 1.42
N -1.21 -0.14 0.24
O -0.92 -1.33 0.52
H 2.54 -0.39 -1.40
H 2.06 -1.67 -0.16
H 2.12 1.52 -0.26
H -3.21 -0.31 0.00
H -2.52 1.35 -0.56
H -2.27 -0.25 -1.46
H 1.13 -0.30 1.83
*
```

Calculated total energy ... -357.77056 hartree
E_HOMO (alpha / beta) ... -0.34096 / -0.33061 hartree
Energy relative to the best compared isomer or geometry (same formula, charge and spin) ... 733.33 kJ/mol


Number 1: strongest force on any atom 3.9 eV/A, molecular weight 149.06 g mol⁻¹. Number 2: strongest force on any atom 5.4 eV/A, molecular weight 114.17 g mol⁻¹. Number 3: strongest force on any atom 1.7 eV/A, molecular weight 161.25 g mol⁻¹. Number 4: strongest force on any atom 3.0 eV/A, molecular weight 124.01 g mol⁻¹. Number 5: strongest force on any atom 0.1 eV/A, molecular weight 432.19 g mol⁻¹. Number 6: strongest force on any atom 2.4 eV/A, molecular weight 884.72 g mol⁻¹. Number 7: strongest force on any atom 1.8 eV/A, molecular weight 598.48 g mol⁻¹. Number 8: strongest force on any atom 1.7 eV/A, molecular weight 425.48 g mol⁻¹. Number 9: strongest force on any atom 1.0 eV/A, molecular weight 90.07 g mol⁻¹. Number 10: strongest force on any atom 3.3 eV/A, molecular weight 928.71 g mol⁻¹. Number 11: strongest force on any atom 6.1 eV/A, molecular weight 84.07 g mol⁻¹. Number 12: strongest force on any atom 3.7 eV/A, molecular weight 101.11 g mol⁻¹.